# C23H21BrCl3N2ORuS

C23H21BrCl3N2ORuS as an isolated structure (ωB97M-V/def2-TZVPD, the OMol25 dataset).

Cartesian coordinates (Å):
Ru  -1.920  2.476  0.530
Br  -3.610  3.498  -0.788
Cl  -1.478  -1.978  -4.507
Cl  3.806  1.923  1.543
Cl  1.562  -2.612  3.291
S  0.767  -3.359  -5.891
O  0.917  -3.586  -0.987
N  -1.353  -1.804  0.511
N  -1.879  0.322  0.418
C  2.045  -1.095  -0.374
C  0.485  3.335  0.977
C  -2.781  -0.384  -0.365
C  1.624  -1.937  0.651
C  3.000  0.433  1.195
C  0.010  -3.077  -1.937
C  -0.057  -2.892  -4.463
C  -1.247  4.984  1.499
C  -1.936  6.277  1.201
C  -1.043  -0.575  0.932
C  0.562  -3.346  -3.299
C  2.652  -0.409  2.240
C  -0.658  -3.050  0.867
C  1.974  -1.585  1.955
C  2.721  0.088  -0.118
C  1.952  -4.153  -4.954
C  -0.940  2.999  2.898
C  -1.633  4.178  2.583
C  0.794  -3.175  0.362
C  0.139  2.587  2.110
C  -0.206  4.516  0.676
C  -2.462  -1.697  -0.306
C  1.719  -4.071  -3.595
H  2.920  -0.167  3.259
H  -1.234  2.423  3.766
H  -0.160  -1.999  -1.821
H  -3.582  0.104  -0.892
H  -2.635  6.155  0.371
H  3.050  0.723  -0.928
H  -1.252  -3.876  0.480
H  1.864  -1.377  -1.402
H  -2.493  6.636  2.064
H  2.357  -4.520  -2.849
H  2.771  -4.658  -5.443
H  -2.458  4.493  3.209
H  1.312  3.019  0.353
H  -2.930  -2.559  -0.750
H  -0.970  -3.567  -1.851
H  0.084  5.096  -0.191
H  -0.651  -3.132  1.951
H  0.710  1.705  2.370
H  -0.230  -0.360  1.603
H  1.211  -4.006  0.936
H  -1.211  7.036  0.911

spin multiplicity: 6
lowest unoccupied orbital energy (spin up / spin down): -6.52 / -9.91 eV
<S²>: 8.779
HOMO (spin up / spin down): -0.482 / -0.520 hartree
charge: +2
orbital gap (spin up / spin down): 0.24211 / 0.15594 Ha

Atomic partial charges in e from the Mulliken method, atoms 1 to 8:
1. Ru 1.0232
2. Br -0.3316
3. Cl -0.0360
4. Cl -0.1062
5. Cl -0.1788
6. S -0.0123
7. O -0.2876
8. N 0.2787

=====

# C23H21Cl2N6O3RuS

C23H21Cl2N6O3RuS as an isolated structure (ωB97M-V/def2-TZVPD, the OMol25 dataset).

Cartesian coordinates (Å):
Ru  0.768  -0.347  -0.535
Cl  1.087  2.078  1.180
Cl  -0.054  0.249  3.206
S  -1.257  -0.968  -0.104
O  0.470  0.872  -2.084
O  -1.400  2.106  -0.628
O  -0.662  1.063  -3.958
N  3.033  -0.244  2.343
N  2.023  -1.584  0.761
N  2.749  -4.724  3.144
N  2.122  -3.936  1.088
N  1.068  -1.944  -1.669
N  2.898  -2.470  2.793
C  -0.569  1.264  -2.763
C  1.872  -2.867  0.374
C  -1.629  2.108  -2.017
C  -0.974  4.529  -1.617
C  -4.040  2.093  -1.380
C  -4.841  0.638  -3.579
C  1.083  -4.363  -2.993
C  0.155  1.914  2.692
C  0.684  -3.204  -3.640
C  -1.423  3.555  -2.500
C  -3.497  0.953  -3.410
C  1.442  -3.064  -1.036
C  2.633  -1.457  1.969
C  -1.509  5.213  -4.244
C  -0.792  5.840  -2.047
C  -3.079  1.678  -2.301
C  0.673  -2.003  -2.948
C  -5.378  1.783  -1.550
C  -1.059  6.187  -3.360
C  -1.690  3.909  -3.817
C  2.579  -3.675  2.331
C  1.467  -4.291  -1.664
C  -5.787  1.047  -2.655
H  0.367  -3.213  -4.671
H  -6.103  2.115  -0.820
H  -6.831  0.799  -2.792
H  -0.921  7.206  -3.696
H  3.097  -4.575  4.073
H  -0.822  2.344  2.496
H  2.852  0.561  1.767
H  1.776  -5.156  -1.096
H  -0.767  4.257  -0.594
H  0.691  2.458  3.462
H  -2.034  3.153  -4.510
H  0.369  -1.071  -3.400
H  -0.442  6.588  -1.348
H  1.085  -5.312  -3.511
H  3.508  -0.153  3.223
H  -3.725  2.667  -0.519
H  -5.145  0.065  -4.445
H  2.520  -5.644  2.816
H  -2.777  0.628  -4.144
H  -1.722  5.473  -5.272
H  -1.606  1.205  -0.304

spin multiplicity: 2
lowest unoccupied orbital energy (spin up / spin down): -0.85 / -0.82 eV
<S²>: 0.759
HOMO (spin up / spin down): -0.262 / -0.252 hartree
orbital gap (spin up / spin down): 0.23070 / 0.22190 Ha

Atomic partial charges in e from the Mulliken method, atoms 1 to 8:
1. Ru 0.8040
2. Cl -0.2011
3. Cl -0.1073
4. S -0.5177
5. O -0.7089
6. O -0.3483
7. O -0.6644
8. N -0.2352

=====

# C23H21ClFN7O2

One molecule with the formula C23H21ClFN7O2 (ωB97M-V/def2-TZVPD, the OMol25 dataset).

Cartesian coordinates (Å):
Cl  0.721  -3.392  -2.406
F  -0.243  -0.223  6.231
O  -1.358  -1.653  0.106
O  0.568  3.290  2.304
N  -2.329  0.129  1.147
N  1.652  -0.961  0.968
N  -2.428  -0.128  -1.162
N  0.473  0.410  -0.641
N  -0.036  2.495  0.271
N  1.812  0.384  2.629
N  2.085  -0.789  2.221
C  -2.359  2.310  -1.563
C  4.511  -1.000  -2.084
C  1.170  1.049  1.639
C  -0.959  0.739  -2.936
C  3.761  -1.251  -0.951
C  -0.107  1.559  -0.719
C  2.576  -1.976  -1.015
C  -0.752  -0.152  4.984
C  -1.237  -1.202  2.896
C  0.598  2.363  1.533
C  -1.331  1.030  4.560
C  -1.675  -0.494  -2.344
C  -0.702  -1.267  4.169
C  -0.919  1.906  -1.940
C  2.168  -2.455  -2.255
C  1.070  0.173  0.547
C  1.768  -2.192  0.238
C  -1.808  -0.017  2.440
C  -3.230  1.049  -1.380
C  2.914  -2.209  -3.398
C  -1.858  1.090  3.286
C  4.083  -1.476  -3.312
C  -1.989  -0.617  0.043
H  -3.795  0.863  -2.300
H  -2.354  -0.930  -3.084
H  -0.448  3.409  0.117
H  2.573  -2.592  -4.347
H  4.661  -1.283  -4.203
H  4.096  -0.882  0.008
H  5.427  -0.435  -2.009
H  2.252  -2.913  0.903
H  -2.777  2.926  -2.361
H  -1.478  1.083  -3.832
H  -1.353  1.887  5.212
H  -2.767  1.024  0.992
H  -0.954  -1.250  -2.039
H  -3.963  1.178  -0.581
H  -2.305  2.013  2.941
H  0.757  -2.532  -0.008
H  -1.200  -2.060  2.248
H  -0.242  -2.173  4.528
H  -0.431  2.764  -2.419
H  -2.362  2.915  -0.654
H  0.058  0.467  -3.211

spin multiplicity: 1
lowest unoccupied orbital energy: 0.31 eV
HOMO: -0.301 hartree
SMILES string: O=C(Nc1ccc(F)cc1)N1CCC(c2nc3c(nnn3Cc3ccccc3Cl)c(=O)[nH]2)CC1
orbital gap: 0.31282 Ha

Atomic partial charges in e from the Mulliken method, atoms 1 to 8:
1. Cl -0.2038
2. F -0.3686
3. O -0.6619
4. O -0.6465
5. N 0.0878
6. N 1.4316
7. N 0.1168
8. N -0.1170